C3H8S | ωB97M-V/def2-TZVPD

ΔE to the lowest compared entry with this formula, charge and spin: 20.9 kcal per mole
gap between HOMO and LUMO: 9.57 eV
strongest force on any atom: 3.13 eV/Å
spin multiplicity: 1
SMILES: CCSC
E: -14075.0157 eV

Last column: natural (NBO) charge in e.
Geometry (Å):
C: 0.13152 -1.92732 0.08259  -0.65
C: 0.57968 -0.53766 -0.18935  -0.49
S: -0.16314 0.60339 1.13651  0.13
C: -0.53785 2.07211 0.10730  -0.77
H: 0.65524 -2.39101 0.90852  0.22
H: -0.91567 -2.06016 0.40521  0.22
H: 0.07132 -2.54763 -0.87683  0.22
H: 1.68558 -0.50746 0.00992  0.22
H: 0.25723 -0.01825 -1.12461  0.22
H: -1.13713 3.02648 0.48808  0.25
H: -1.04285 1.69717 -0.79469  0.21
H: 0.41608 2.59036 -0.15266  0.21